The following is a DFT calculation (ωB97M-V/def2-TZVPD) of the molecule CH4INS in a non-equilibrium geometry.

Atoms and positions in Å:
C (0.020892, 0.741459, 0.037450)
N (-0.149794, -1.996717, -0.364137)
S (-0.777008, -0.750495, 0.811827)
I (-3.238979, 0.110710, -0.028149)
H (0.670182, 1.324738, 0.741158)
H (-0.853183, 1.420218, -0.265361)
H (0.595470, 0.133869, -0.781853)
H (-0.901425, -2.726617, -0.136475)

Atoms 1-2, force components in eV/Å:
0.1 -0.6 -0.5
-3.0 2.3 3.2

* relative energy (zero: lowest compared OMol25 entry of this formula, charge and spin): 51.69 kcal/mol
* charge: 0
* E: -791.03401 Ha
* frontier orbital gap (alpha / beta): 7.12 / 7.61 eV
* highest occupied orbital energy (alpha / beta): -8.60 / -9.41 eV

Here are the Mulliken charges for atoms 1 to 5, given in e: atom 1 (C): -0.65, atom 2 (N): -0.43, atom 3 (S): 0.10, atom 4 (I): -0.11, atom 5 (H): 0.27

***

The following is a DFT calculation (ωB97M-V/def2-TZVPD) of a cluster of 9 separate species, C16H36BF4N4O4 in total in a non-equilibrium geometry.

Atoms and positions in Å:
B (-0.196456, -0.658711, 0.218839)
F (0.415396, 0.382829, -0.513939)
F (0.728288, -1.715869, 0.254954)
F (-0.440698, -0.213937, 1.512134)
F (-1.424785, -0.964017, -0.348680)
C (0.977797, -1.954158, 4.007998)
C (2.172360, -2.806542, 3.992290)
N (3.090800, -3.596247, 3.831318)
H (0.149517, -2.101329, 3.343499)
H (0.437818, -2.004999, 5.016315)
H (1.194903, -0.836961, 3.999147)
C (-2.177791, 2.032238, 3.254247)
C (-2.155513, 3.530141, 3.080343)
N (-2.091304, 4.621078, 2.989177)
H (-1.196181, 1.669916, 3.619239)
H (-2.974148, 1.719448, 4.058920)
H (-2.281006, 1.609961, 2.264378)
C (-4.302939, -2.601393, -0.393701)
C (-5.225497, -3.237267, 0.523038)
N (-5.931796, -3.700827, 1.310065)
H (-4.649873, -2.559032, -1.341863)
H (-4.078509, -1.749812, 0.038315)
H (-3.512447, -3.300044, -0.472963)
C (-0.452224, -4.467985, 0.685490)
C (0.582857, -5.471221, 0.198963)
N (1.416282, -6.249501, -0.050794)
H (-0.115979, -3.946498, 1.618541)
H (-0.858229, -4.054883, -0.337476)
H (-1.156166, -4.990509, 1.031783)
C (0.251573, 0.446560, -3.448756)
C (1.211035, 0.238221, -4.658932)
O (1.205046, 1.419111, -5.454539)
H (0.801701, 1.237065, -3.107958)
H (0.164861, -0.462531, -2.938023)
H (-0.557775, 0.808440, -3.609457)
H (1.095059, -0.752111, -5.159172)
H (2.268712, 0.056374, -4.400634)
H (1.855353, 1.296845, -6.202152)
C (4.854951, -0.134783, -2.328670)
C (3.695615, -0.100953, -1.291128)
O (3.207708, -1.400432, -1.309751)
H (5.347530, 0.819033, -2.540401)
H (4.557359, -0.508929, -3.243451)
H (5.784000, -0.852296, -2.160527)
H (2.933228, 0.757489, -1.614698)
H (3.892031, -0.141842, -0.239446)
H (2.423463, -1.520565, -0.731135)
C (-3.753920, 3.255477, -1.289586)
C (-3.259844, 2.008301, -0.550564)
O (-3.033809, 0.983377, -1.584698)
H (-2.945550, 3.536849, -1.962811)
H (-3.983943, 3.932104, -0.688720)
H (-4.722660, 2.958380, -1.833161)
H (-4.036329, 1.578286, 0.128710)
H (-2.447651, 2.539679, -0.123399)
H (-2.812888, 0.156426, -1.130482)
C (2.965138, 3.443928, 2.213749)
C (1.720742, 2.554201, 1.773910)
O (1.769911, 2.298738, 0.385711)
H (3.007458, 4.471874, 1.761954)
H (3.848571, 3.195345, 1.972113)
H (2.801012, 3.400226, 3.263170)
H (0.816100, 3.071029, 2.183012)
H (1.769729, 1.588501, 2.338636)
H (1.362007, 1.438717, 0.191712)

Atoms 1-2, force components in eV/Å:
0.7 0.6 0.0
-0.4 -0.4 -0.2

* relative energy (zero: lowest compared OMol25 entry of this formula, charge and spin): 30.84 kcal/mol
* charge: -1
* E: -1575.55377 Ha
* frontier orbital gap: 9.15 eV
* highest occupied orbital energy: -6.96 eV

Here are the Mulliken charges for atoms 1 to 5, given in e: atom 1 (B): 0.66, atom 2 (F): -0.45, atom 3 (F): -0.39, atom 4 (F): -0.36, atom 5 (F): -0.39

***

The following is a DFT calculation (ωB97M-V/def2-TZVPD) of a structure of composition C7H8N4S in a non-equilibrium geometry.

Atoms and positions in Å:
C (-3.023469, 0.708934, -0.638866)
C (-2.007820, 1.196996, -1.557769)
C (-2.570697, 0.252980, 0.599076)
C (-0.668127, 1.365647, -1.193215)
C (-1.171745, 0.218570, 0.869200)
C (-0.308570, 0.948000, 0.083748)
C (1.994602, -1.956973, 1.357156)
N (2.905019, 0.004247, -1.427219)
N (2.898499, -1.036656, -0.734063)
N (2.555796, 1.155950, -0.851232)
N (2.321930, -0.795585, 0.540732)
S (1.924531, 0.843928, 0.665944)
H (-4.060703, 0.673428, -0.911887)
H (-2.358009, 1.629486, -2.521293)
H (-3.214747, -0.207928, 1.261448)
H (-0.028107, 1.906143, -1.856269)
H (-0.918790, -0.336007, 1.746349)
H (0.864470, -2.030634, 1.295367)
H (2.434185, -2.885972, 0.830802)
H (2.431761, -1.654560, 2.441997)

Atoms 1-2, force components in eV/Å:
2.7 0.5 -0.4
-1.7 0.6 0.4

* relative energy (zero: lowest compared OMol25 entry of this formula, charge and spin): 124.27 kcal/mol
* charge: 0
* E: -888.54428 Ha
* frontier orbital gap: 7.85 eV
* highest occupied orbital energy: -7.80 eV

Here are the Mulliken charges for atoms 1 to 5, given in e: atom 1 (C): -0.36, atom 2 (C): -0.37, atom 3 (C): -0.69, atom 4 (C): -0.30, atom 5 (C): -0.28

***

The following is a DFT calculation (ωB97M-V/def2-TZVPD) of the molecule C5H6O in a non-equilibrium geometry.

Atoms and positions in Å:
O (2.433126, -0.663111, 0.003156)
C (1.295647, -0.254808, -0.006720)
C (0.894715, 1.168406, -0.023031)
C (-0.395944, 1.256068, -0.016992)
C (-1.163214, -0.185715, 0.031922)
C (0.031411, -1.130072, -0.009953)
H (1.601442, 1.972703, -0.036751)
H (-1.207311, 1.973101, -0.012611)
H (-1.850663, -0.313443, -0.815443)
H (-1.761977, -0.278474, 0.947870)
H (0.074932, -1.807044, 0.848105)
H (0.045300, -1.752953, -0.909822)

Atoms 1-2, force components in eV/Å:
-0.3 0.0 0.0
0.4 -0.5 0.0

* relative energy (zero: lowest compared OMol25 entry of this formula, charge and spin): 10.96 kcal/mol
* charge: 0
* E: -269.32878 Ha
* frontier orbital gap: 10.46 eV
* structure (SMILES): O=C1C=CCC1
* highest occupied orbital energy: -9.61 eV

Here are the Mulliken charges for atoms 1 to 5, given in e: atom 1 (O): -0.58, atom 2 (C): 0.46, atom 3 (C): -0.59, atom 4 (C): -0.24, atom 5 (C): -0.53

***

The following is a DFT calculation (ωB97M-V/def2-TZVPD) of a structure of composition C22H26IN4RuSSe2 in a non-equilibrium geometry.

Atoms and positions in Å:
Ru (-0.067374, -0.129981, -0.038754)
C (3.451922, -1.642216, 2.202417)
C (2.199212, -1.393244, 1.427066)
N (1.739080, -0.255441, 1.100648)
N (2.351542, 0.908784, 1.495233)
C (1.717041, 2.089885, 1.272071)
N (2.334517, 3.169300, 1.713209)
S (0.215503, 2.220475, 0.495033)
C (1.326437, -2.535613, 1.014554)
C (1.690448, -3.839895, 1.234686)
C (0.771866, -4.853629, 0.975229)
C (-0.483299, -4.505797, 0.535832)
C (-0.767621, -3.165593, 0.306321)
N (0.125753, -2.198325, 0.514363)
H (3.740749, -0.814100, 2.843802)
H (4.276566, -1.839433, 1.512639)
H (3.341968, -2.507314, 2.851391)
H (3.240272, 0.869415, 1.964449)
H (3.173130, 3.138872, 2.272141)
H (1.874955, 4.061628, 1.606257)
H (2.675967, -4.075758, 1.612541)
H (1.036862, -5.889614, 1.138021)
H (-1.244846, -5.252885, 0.359217)
H (-1.736162, -2.853018, -0.057794)
C (2.753162, -0.362386, -3.281902)
Se (2.161916, 0.771495, -1.817288)
C (1.599886, 2.279878, -2.919479)
C (0.305824, 2.125482, -3.687226)
Se (-1.248204, 2.399758, -2.545579)
C (-2.561519, 2.091482, -3.941315)
H (3.572037, 0.132550, -3.795361)
H (1.937508, -0.556619, -3.973576)
H (3.106523, -1.299402, -2.856855)
H (2.439973, 2.420617, -3.599944)
H (1.571150, 3.136406, -2.247722)
H (0.220766, 1.151198, -4.167344)
H (0.271505, 2.890420, -4.461324)
H (-2.495270, 2.868256, -4.697973)
H (-3.542094, 2.125996, -3.474695)
H (-2.404811, 1.111029, -4.386355)
I (-0.711785, -1.339972, -2.628170)
C (-2.695507, -1.252986, -2.050701)
C (-3.629248, -1.790577, -2.907401)
C (-4.984348, -1.736250, -2.564803)
C (-5.363707, -1.148999, -1.382330)
C (-4.405381, -0.605662, -0.505628)
C (-4.820776, 0.007166, 0.705255)
C (-3.909829, 0.567141, 1.565816)
C (-2.553676, 0.547904, 1.241129)
C (-2.060365, -0.055681, 0.067275)
C (-3.021608, -0.654235, -0.825065)
H (-3.324818, -2.246456, -3.841251)
H (-5.724158, -2.151091, -3.237149)
H (-6.411499, -1.086652, -1.115625)
H (-5.879590, 0.036067, 0.933555)
H (-4.242635, 1.035849, 2.482659)
H (-1.860314, 1.009968, 1.928601)

Atoms 1-2, force components in eV/Å:
1.4 -1.1 -1.8
0.1 0.0 -0.1

* relative energy (zero: lowest compared OMol25 entry of this formula, charge and spin): 19.47 kcal/mol
* charge: +2
* E: -6666.02607 Ha
* 2S+1: 2
* frontier orbital gap (alpha / beta): 5.34 / 5.87 eV
* highest occupied orbital energy (alpha / beta): -12.84 / -12.84 eV

Here are the Mulliken charges for atoms 1 to 5, given in e: atom 1 (Ru): -0.04, atom 2 (C): -1.83, atom 3 (C): 0.96, atom 4 (N): 0.44, atom 5 (N): -0.43